[1]
Entry from OMol25: C17H59FeN4O11 as an isolated structure (ωB97M-V/def2-TZVPD).

As for the gap between HOMO and LUMO (alpha / beta): 5.162 / 2.532 eV. As for the net charge: +2. For the HOMO energy (alpha / beta), the calculation gives -13.004 / -13.001 eV. The max |F| is 0.0812 Eh/bohr. The spin multiplicity is 6.

Last column: Mulliken spin population.
Cartesian coordinates (Å):
1 Fe -4.343 -0.917 -0.961  4.102
2 C -1.919 -0.074 0.930  0.000
3 O -2.634 -0.499 -0.150  0.620
4 H -2.216 -0.476 1.909  0.009
5 H -0.862 -0.379 0.829  0.043
6 H -1.882 1.018 1.052  0.044
7 O -5.067 0.763 -0.010  0.063
8 H -4.341 1.252 0.448  -0.003
9 H -5.869 1.264 0.213  0.001
10 O -1.883 4.551 1.105  0.000
11 H -1.132 4.053 1.459  0.000
12 H -1.527 5.435 0.938  0.000
13 O -1.732 -1.370 5.150  0.000
14 H -1.861 -0.697 4.475  0.000
15 H -2.622 -1.591 5.450  0.000
16 O -4.233 3.106 0.997  0.002
17 H -3.327 3.439 1.178  0.000
18 H -4.768 3.910 0.970  0.000
19 O -3.418 -2.515 -1.866  0.058
20 H -3.779 -3.378 -2.133  0.000
21 H -2.466 -2.491 -2.219  0.000
22 O -3.661 0.271 -2.513  0.054
23 H -3.986 1.181 -2.646  0.000
24 H -3.066 0.095 -3.258  0.003
25 C -0.933 3.326 -2.575  -0.001
26 C -1.080 4.826 -2.571  0.000
27 C -1.128 5.452 -3.942  0.000
28 O 0.085 5.301 -4.582  0.000
29 C 0.157 6.032 -5.767  0.000
30 N -2.270 5.196 -1.766  0.000
31 H -1.745 2.791 -3.081  0.001
32 H -0.960 2.954 -1.538  0.000
33 H 0.040 3.016 -2.950  0.000
34 H -0.174 5.241 -2.095  0.000
35 H -1.487 6.490 -3.905  0.000
36 H -1.924 4.961 -4.536  0.000
37 H 1.082 5.791 -6.284  0.000
38 H 0.150 7.120 -5.618  0.000
39 H -0.677 5.820 -6.451  0.000
40 H -2.190 6.158 -1.440  0.000
41 H -2.181 4.658 -0.898  0.000
42 C -2.277 -4.489 3.710  0.001
43 C -1.372 -3.951 2.633  -0.001
44 C -0.142 -4.816 2.412  0.000
45 O 0.725 -4.618 3.502  0.000
46 C 1.903 -5.380 3.382  0.000
47 N -2.124 -3.891 1.355  0.011
48 H -1.720 -4.874 4.562  0.000
49 H -2.894 -5.334 3.395  0.000
50 H -2.908 -3.666 4.046  0.000
51 H -1.016 -2.935 2.867  0.002
52 H 0.339 -4.654 1.440  0.000
53 H -0.483 -5.863 2.450  0.001
54 H 1.705 -6.461 3.349  0.000
55 H 2.518 -5.183 4.256  0.000
56 H 2.481 -5.164 2.481  0.000
57 H -3.115 -3.733 1.504  -0.001
58 H -1.735 -3.165 0.759  -0.005
59 C 1.194 -0.289 -2.461  -0.001
60 C 0.725 -1.740 -2.433  0.001
61 C 1.063 -2.491 -1.183  -0.001
62 O 2.459 -2.350 -1.027  0.000
63 C 2.944 -2.949 0.128  0.000
64 N -0.780 -1.713 -2.492  0.002
65 H 0.532 0.300 -1.815  0.001
66 H 1.164 0.114 -3.476  0.000
67 H 2.211 -0.089 -2.132  0.000
68 H 1.091 -2.218 -3.339  -0.002
69 H 0.891 -3.569 -1.306  0.000
70 H 0.550 -2.132 -0.274  0.001
71 H 2.277 -2.866 1.005  0.000
72 H 3.812 -2.431 0.530  0.000
73 H 3.133 -4.019 -0.003  0.000
74 H -1.037 -1.056 -3.236  -0.001
75 H -0.994 -1.122 -1.678  -0.005
76 C 2.373 0.545 0.800  -0.002
77 C 3.585 1.003 1.629  0.001
78 C 4.710 -0.014 1.541  0.000
79 O 5.758 0.454 2.342  0.000
80 C 6.782 -0.490 2.446  0.000
81 N 3.987 2.278 0.985  0.000
82 H 2.633 0.180 -0.195  0.000
83 H 1.733 1.403 0.595  0.000
84 H 1.882 -0.291 1.318  0.000
85 H 3.319 1.148 2.673  0.000
86 H 5.041 -0.153 0.503  0.000
87 H 4.342 -0.956 1.976  0.000
88 H 6.458 -1.491 2.750  0.000
89 H 7.529 -0.107 3.138  0.000
90 H 7.332 -0.623 1.500  0.000
91 H 4.560 2.095 0.160  0.000
92 H 4.684 2.734 1.579  0.000



[2]
Entry from OMol25: one molecule with the formula C4H6N2O2 (ωB97M-V/def2-TZVPD).

As for the gap between HOMO and LUMO: 8.746 eV. As for the SMILES: [H]/N=c1/oc(O)cn1C. As for the net charge: 0. For the HOMO energy, the calculation gives -8.184 eV. As for the energy above the lowest of the compared OMol25 structures with the same formula, charge and spin: 216.0 kJ/mol. The max |F| is 0.0655 Eh/bohr.

Last column: natural (NBO) charge in e.
Cartesian coordinates (Å):
1 H 2.238 -1.668 -0.322  0.353
2 N 1.313 -1.983 -0.057  -0.726
3 C 0.414 -1.132 -0.049  0.663
4 O -0.870 -1.499 0.073  -0.435
5 C -1.611 -0.357 -0.070  0.539
6 O -2.923 -0.391 0.282  -0.671
7 C -0.908 0.710 -0.373  -0.207
8 N 0.452 0.197 -0.445  -0.433
9 C 1.450 0.995 0.353  -0.399
10 H -3.471 -0.056 -0.437  0.495
11 H -1.104 1.688 -0.655  0.224
12 H 1.545 1.956 -0.015  0.201
13 H 1.082 1.043 1.396  0.186
14 H 2.392 0.496 0.320  0.208



[3]
Entry from OMol25: C3H4CrFO3 as an isolated structure (ωB97M-V/def2-TZVPD).

As for the gap between HOMO and LUMO (alpha / beta): 3.130 / 3.138 eV. As for the net charge: 0. For the HOMO energy (alpha / beta), the calculation gives -6.841 / -6.841 eV. As for the energy above the lowest of the compared OMol25 structures with the same formula, charge and spin: 27.0 kJ/mol. The max |F| is 0.0696 Eh/bohr. The spin multiplicity is 4.

Last column: natural (NBO) charge in e.
Cartesian coordinates (Å):
1 C 1.327 -0.788 1.484  -0.617
2 C 0.218 -0.744 0.710  0.316
3 H 2.197 -0.233 1.128  0.217
4 H 1.259 -1.127 2.520  0.211
5 F -0.853 -1.482 1.110  -0.338
6 H 0.369 -0.621 -0.367  0.221
7 Cr 1.984 -3.766 -0.509  0.954
8 O -1.051 2.216 -2.061  -0.753
9 C -1.368 1.375 -1.020  0.946
10 O -1.653 1.890 0.071  -0.791
11 O -1.206 0.159 -1.295  -0.839
12 H -1.222 3.120 -1.771  0.472



Here are the calculated calculated total energy numbers, same order: -81436.29227, -11318.80282, -40449.02606 (eV).